[1]
ORCA calculation (the ωB97M-V functional and the def2-TZVPD basis) on a molecular structure, C59H69CsF3N10S2Sb2 in a non-equilibrium geometry.

Its energy above the lowest of the compared OMol25 structures with the same formula, charge and spin is 0.0 kcal/mol. Its total charge is -1. The gap between HOMO and LUMO comes out at 4.68 eV.

Structure (XYZ):
```
146
Properties=species:S:1:pos:R:3:forces:R:3
Cs 0.09832 1.18399 -1.53224 -0.424 -1.090 0.109
C 1.98572 2.87885 3.09336 -0.060 -0.041 -0.034
C 2.27692 1.38011 3.17406 -0.003 -0.026 0.036
C 0.99459 0.55606 3.38657 0.013 0.046 0.056
Sb 0.88551 -1.12866 2.04450 -0.028 -0.055 -0.006
C 2.88887 -1.86152 3.13892 0.039 0.005 -0.041
C 3.95622 -2.13940 2.28338 0.020 -0.028 0.029
C 5.18360 -2.62124 2.73517 -0.006 0.004 -0.014
C 5.37709 -2.84555 4.09103 0.011 -0.007 0.007
C 4.33311 -2.58719 4.97385 0.001 0.007 -0.002
C 3.11775 -2.10937 4.49618 -0.018 0.037 0.009
C 0.03241 -2.70495 3.26332 -0.045 0.048 0.034
C -0.00447 -4.00278 2.76043 0.050 -0.066 0.024
C -0.49820 -5.06264 3.51224 0.011 -0.018 0.009
C -0.96742 -4.84611 4.80029 0.001 0.033 -0.008
C -0.92819 -3.56096 5.32455 -0.006 -0.014 -0.017
C -0.43425 -2.50878 4.56265 -0.004 -0.028 -0.001
Sb 0.66662 3.21262 1.39042 0.136 0.274 0.323
C 1.29190 5.23747 1.09179 -0.007 0.016 0.054
C 2.60515 5.46803 0.69071 0.005 -0.003 -0.004
C 3.05890 6.75425 0.43148 0.001 0.004 0.002
C 2.19548 7.83224 0.56969 0.002 -0.001 0.004
C 0.88321 7.61411 0.96557 -0.002 -0.002 0.000
C 0.43498 6.32504 1.22224 -0.004 0.014 0.007
C -1.17307 3.60963 2.44279 -0.011 0.019 -0.072
C -1.24403 3.93944 3.79317 0.027 0.012 0.032
C -2.46915 4.12507 4.42209 -0.001 -0.002 0.003
C -3.64921 3.98988 3.70468 0.015 0.012 -0.003
C -3.59527 3.66770 2.35639 -0.025 -0.021 -0.002
C -2.36863 3.47541 1.73591 0.023 -0.001 0.017
H 2.89061 3.46506 2.91062 -0.005 -0.001 -0.006
H 1.53964 3.24321 4.02083 0.003 0.017 -0.009
H 2.99857 1.15304 3.96378 -0.018 0.047 0.015
H 2.77481 1.07661 2.24392 0.015 -0.031 -0.005
H 0.09993 1.15420 3.19340 0.008 0.023 0.041
H 0.92091 0.22592 4.42611 0.004 -0.051 -0.029
H 3.82447 -1.97733 1.21447 0.011 0.005 0.005
H 5.98502 -2.82425 2.02905 0.000 -0.006 0.020
H 6.32533 -3.22186 4.45843 0.001 0.002 -0.003
H 4.46962 -2.76465 6.03639 0.005 -0.002 -0.002
H 2.31868 -1.93365 5.21593 0.013 0.001 -0.009
H 0.39100 -4.18448 1.76696 -0.028 -0.011 -0.007
H -0.51197 -6.06615 3.09753 0.002 0.006 0.017
H -1.35209 -5.66886 5.39090 0.003 -0.002 0.002
H -1.28269 -3.37546 6.33227 0.001 -0.003 0.002
H -0.41069 -1.52009 5.00535 0.024 -0.004 -0.001
H 3.28786 4.63266 0.56287 0.001 0.004 -0.004
H 4.08276 6.91370 0.11421 0.000 -0.001 0.000
H 2.54204 8.83734 0.36164 0.000 0.000 0.001
H 0.20046 8.44974 1.06314 -0.001 0.001 0.000
H -0.59757 6.16495 1.51014 0.004 0.005 -0.003
H -0.33748 4.05125 4.37577 -0.006 0.002 -0.009
H -2.49992 4.37355 5.47637 0.000 0.000 0.000
H -4.60448 4.13170 4.19520 -0.001 -0.003 0.001
H -4.50963 3.55484 1.78542 -0.003 0.002 0.003
H -2.33877 3.22382 0.68251 0.008 0.001 0.002
N 3.78767 -1.71825 -3.94462 -0.008 -0.029 -0.011
C 4.61201 -1.54954 -2.84801 -0.009 0.019 0.011
C 5.82324 -2.12232 -2.47904 0.010 0.004 0.000
C 6.35827 -1.70927 -1.27212 -0.002 -0.016 -0.004
C 5.70987 -0.76540 -0.46121 0.004 0.003 -0.008
C 4.50519 -0.20443 -0.83450 -0.040 -0.020 0.015
C 3.95468 -0.60414 -2.05050 0.017 0.006 -0.031
N 2.76407 -0.22328 -2.64782 0.008 0.057 -0.014
C 2.69860 -0.90707 -3.75399 0.052 0.037 -0.007
C 1.59341 -0.82750 -4.70789 -0.048 0.058 -0.036
C 1.46634 -1.51892 -5.87526 0.005 -0.027 0.019
S 0.00706 -1.08439 -6.65157 0.007 0.002 0.013
C -0.33559 -0.00304 -5.36087 0.005 0.000 -0.010
N 0.55889 0.03088 -4.43050 0.041 0.080 -0.071
H 3.92810 -2.35659 -4.70560 0.002 0.000 0.001
H 6.32213 -2.85978 -3.09489 0.001 0.003 0.001
H 7.29515 -2.13528 -0.93656 -0.001 0.000 0.002
H 6.14531 -0.50249 0.49365 0.000 0.012 -0.008
H 3.97871 0.49122 -0.19280 0.013 -0.001 0.002
H 2.13443 -2.24528 -6.30765 -0.003 0.001 -0.004
H -1.25663 0.56160 -5.32031 0.000 -0.002 -0.008
C -3.37305 1.95546 -2.12451 0.050 -0.033 0.021
N -4.32826 0.92267 -2.45055 -0.030 -0.045 -0.007
C -5.54569 0.85196 -1.66829 0.027 0.001 -0.003
C -6.12461 -0.46184 -2.14897 0.021 -0.006 -0.025
N -4.92733 -1.24466 -2.43587 0.024 0.034 -0.077
C -5.17763 -2.43393 -3.22467 -0.005 0.002 0.017
C -3.87341 -0.36009 -2.72761 -0.064 -0.039 0.053
N -2.68439 -0.57372 -3.14059 0.021 0.004 0.024
C -2.18188 -1.91579 -3.37707 -0.014 0.024 0.014
C -2.10491 -2.80993 -2.12998 0.002 0.002 0.044
N -0.75507 -2.82549 -1.60747 -0.013 0.057 0.013
C -0.33059 -3.87136 -1.02148 0.140 -0.049 0.007
N -1.01022 -5.06837 -0.73277 -0.077 -0.022 0.028
C -2.24584 -5.02187 0.04290 0.022 0.035 -0.014
C -0.04637 -6.04661 -0.23144 -0.003 0.007 0.015
C 1.30218 -5.43885 -0.59651 -0.015 0.037 -0.010
N 0.99502 -4.02398 -0.63850 -0.005 -0.021 -0.051
C 1.99132 -3.13086 -1.17600 -0.016 -0.031 0.030
H -3.76616 2.94505 -2.34845 -0.035 -0.013 0.008
H -2.48637 1.79353 -2.72524 -0.016 0.134 -0.097
H -3.08946 1.91586 -1.06446 -0.007 0.017 -0.005
H -6.19527 1.70433 -1.86895 0.000 0.002 0.000
H -5.32538 0.81520 -0.59442 -0.002 0.022 0.008
H -6.71437 -0.31063 -3.06452 -0.014 -0.020 0.006
H -6.74567 -0.96188 -1.40539 0.002 0.003 0.004
H -6.08574 -2.89999 -2.84135 -0.004 -0.004 -0.008
H -4.37547 -3.15932 -3.13197 -0.015 -0.002 0.001
H -5.33278 -2.20532 -4.28725 0.003 0.001 0.002
H -1.15779 -1.82376 -3.74024 -0.028 -0.007 -0.001
H -2.74339 -2.42162 -4.16905 -0.019 -0.025 -0.043
H -2.42801 -3.82649 -2.39934 0.009 -0.008 0.013
H -2.81250 -2.42421 -1.38563 0.015 -0.013 -0.011
H -2.88072 -4.20389 -0.28026 0.011 -0.009 -0.010
H -2.04190 -4.89048 1.11314 -0.006 -0.020 -0.074
H -2.79019 -5.95640 -0.10503 -0.015 -0.008 0.029
H -0.20554 -7.02689 -0.68445 0.003 0.006 -0.015
H -0.14109 -6.15473 0.85308 -0.007 0.023 0.017
H 1.64582 -5.79616 -1.58003 0.009 0.003 0.005
H 2.07748 -5.65362 0.14014 0.001 0.001 0.002
H 2.92526 -3.27393 -0.63066 -0.004 -0.002 -0.015
H 1.66504 -2.10478 -1.03355 0.003 -0.014 -0.014
H 2.15886 -3.31469 -2.24853 -0.004 0.009 -0.002
F -0.72648 5.75335 -5.71282 0.013 -0.007 -0.011
C -0.96931 5.37846 -4.42638 -0.014 -0.001 -0.005
F -2.01153 4.52467 -4.49684 -0.006 -0.009 -0.001
F -1.40000 6.48415 -3.80471 0.004 0.014 0.010
C 0.24757 4.76085 -3.79992 0.001 0.030 0.022
C 1.37853 4.59706 -4.57252 -0.010 0.029 -0.006
C 2.50363 3.98304 -4.03773 0.012 -0.019 -0.002
C 2.41342 3.54858 -2.72905 0.097 0.066 -0.024
N 1.34431 3.70447 -1.95981 0.212 0.357 -0.165
C 0.23263 4.31315 -2.44511 0.039 0.061 -0.073
S -1.12708 4.43222 -1.41401 -0.039 0.018 -0.007
H 1.37937 4.94054 -5.59795 0.000 0.001 -0.001
H 3.40138 3.83137 -4.62001 0.002 -0.001 0.006
H 3.24689 3.02219 -2.26834 0.016 0.030 -0.005
C -2.62331 0.01093 3.51174 0.007 -0.040 0.024
C -2.57036 -0.80233 2.22167 0.035 -0.025 -0.007
C -3.82467 -0.50676 1.39277 0.006 0.013 -0.008
C -1.29721 -0.51812 1.42842 -0.077 0.055 0.013
H -3.52796 -0.20630 4.08853 0.007 -0.007 0.004
H -2.62081 1.07948 3.28387 -0.001 0.078 -0.021
H -1.75950 -0.19198 4.14373 -0.025 0.024 -0.016
H -2.58085 -1.86831 2.49068 -0.006 0.009 -0.008
H -3.84180 0.56229 1.15040 -0.021 -0.010 -0.010
H -4.75047 -0.74545 1.93056 0.007 0.001 0.005
H -3.82001 -1.06329 0.44991 0.001 -0.003 0.014
H -1.24311 0.57278 1.24930 -0.007 -0.013 -0.043
H -1.37902 -0.99730 0.43911 0.000 -0.002 0.016
```
Forces are in eV/Å.

[2]
ORCA calculation (the ωB97M-V functional and the def2-TZVPD basis) on 11 unconnected molecules or ions with the total composition C59H70IN14 in a non-equilibrium geometry.

Its total charge is +1. The gap between HOMO and LUMO comes out at 8.04 eV.

Structure (XYZ):
```
144
Properties=species:S:1:pos:R:3:forces:R:3
C -6.62609 -0.20137 -1.95361 0.456 0.760 -0.809
C -5.19208 -0.76219 -2.25661 -1.145 -0.425 -0.055
C -4.50258 -1.53467 -1.08665 0.468 1.138 -0.639
I -5.85054 -2.59942 0.22807 0.288 0.291 -0.485
C -3.52629 -0.57473 -0.32826 2.113 -1.482 -1.341
N -3.81825 0.86041 -0.30146 0.526 -0.191 2.482
C -3.76608 1.27398 1.03495 1.033 -1.523 -2.112
N -4.16871 2.49881 1.33574 0.534 -0.080 0.468
N -3.29738 0.27555 1.87868 -3.669 0.973 0.009
C -4.32697 0.19089 2.98921 0.239 -0.155 1.263
C -4.16041 -1.03816 3.91733 -0.395 0.267 -0.356
C -3.01173 -0.94788 1.07989 2.018 0.560 -0.658
C -1.42142 -1.02378 1.09373 -0.306 0.064 0.195
N -0.89786 -1.73510 2.26923 -0.569 -0.108 -0.686
H -6.69979 0.79783 -2.43914 -0.046 -0.571 0.303
H -7.38531 -0.82530 -2.45826 0.226 0.188 0.706
H -6.83857 -0.03479 -0.88483 0.040 -0.326 -0.478
H -4.58063 0.08159 -2.63361 0.082 -0.616 0.448
H -5.29018 -1.45689 -3.11568 0.215 0.362 0.501
H -3.85696 -2.30145 -1.55796 -0.457 0.229 0.573
H -2.60346 -0.68000 -0.94926 -0.675 0.130 0.101
H -3.36126 1.44312 -0.99624 -0.542 0.068 -0.075
H -4.76462 2.66927 2.13396 0.621 0.301 0.083
H -3.90862 3.23644 0.67859 -1.126 -0.049 -0.023
H -5.33841 0.23386 2.53021 0.456 -0.396 0.357
H -4.21720 1.10563 3.60953 0.090 -0.477 -0.383
H -4.34673 -1.97735 3.36119 0.203 0.430 0.394
H -3.17775 -1.05463 4.43066 -0.509 0.042 -0.369
H -4.94939 -0.97326 4.68923 0.417 -0.080 -0.330
H -3.29031 -1.92812 1.49534 -0.808 0.809 -0.082
H -1.02309 -1.51057 0.18336 -0.300 0.270 0.385
H -1.08026 0.03550 1.13258 0.026 -0.601 -0.260
H -0.71569 -2.71216 2.04034 -0.153 0.189 0.199
H -1.58510 -1.71782 3.02143 0.222 -0.070 -0.150
N -4.34752 4.71332 -1.11081 0.405 -0.020 -0.064
C -4.96492 5.02691 -2.25536 -0.094 -0.166 0.225
C -4.38387 5.78670 -3.25784 0.123 0.023 0.071
C -3.09017 6.25143 -3.06797 -0.070 -0.001 -0.062
C -2.43153 5.94119 -1.88870 0.171 0.082 -0.030
C -3.09951 5.17566 -0.95123 -0.297 -0.178 0.029
H -5.97358 4.64331 -2.35971 0.003 0.033 -0.057
H -4.92971 6.00763 -4.16486 -0.026 -0.012 0.035
H -2.60193 6.84711 -3.82921 -0.007 -0.005 0.029
H -1.42102 6.28443 -1.69803 -0.016 0.036 0.033
H -2.61795 4.90740 -0.01471 0.123 0.128 -0.009
N 2.96453 2.66314 3.49584 -0.291 -0.265 -0.025
C 2.31611 2.09985 4.52057 0.223 0.178 -0.110
C 1.33492 1.13180 4.37410 -0.006 0.021 -0.069
C 1.00204 0.72309 3.09125 -0.198 0.014 -0.010
C 1.66145 1.29585 2.01365 -0.084 -0.016 0.122
C 2.62931 2.25471 2.26759 0.101 0.303 0.155
H 2.60856 2.45215 5.50389 -0.036 -0.046 0.023
H 0.84526 0.70797 5.24180 0.036 0.001 0.008
H 0.23771 -0.03330 2.93162 0.295 0.102 0.088
H 1.43180 1.00444 0.99644 0.084 0.008 -0.013
H 3.17290 2.72598 1.45677 -0.058 -0.073 -0.069
N 1.17551 6.51169 -1.65764 0.180 -0.206 -0.068
C 1.21888 5.43256 -2.44397 -0.103 0.179 0.112
C 2.38061 4.74287 -2.74894 0.021 0.049 0.031
C 3.57256 5.20051 -2.20970 0.182 -0.068 -0.001
C 3.55397 6.31999 -1.39237 -0.063 -0.072 -0.075
C 2.33610 6.93448 -1.14741 -0.280 0.077 0.005
H 0.26134 5.11497 -2.84501 0.041 -0.087 -0.061
H 2.35392 3.87182 -3.39033 -0.003 0.021 -0.002
H 4.50465 4.69028 -2.42396 -0.023 -0.009 -0.004
H 4.46366 6.70718 -0.95378 -0.030 0.003 0.015
H 2.27184 7.81047 -0.51154 0.065 -0.009 0.002
N 5.09422 1.32213 0.08422 0.303 0.064 0.047
C 5.63845 1.35736 1.30520 -0.182 -0.072 -0.194
C 6.99852 1.47907 1.53934 0.069 -0.011 -0.091
C 7.84749 1.56399 0.44669 0.027 0.011 0.026
C 7.30709 1.52805 -0.82951 0.089 -0.010 0.007
C 5.93235 1.40929 -0.95424 -0.283 -0.027 0.149
H 4.93766 1.28379 2.12752 0.108 0.001 0.079
H 7.38221 1.50556 2.55045 -0.043 -0.003 -0.001
H 8.91773 1.65816 0.58745 -0.019 0.006 -0.012
H 7.93817 1.59116 -1.70708 -0.060 0.023 -0.034
H 5.46379 1.38084 -1.93241 0.078 0.016 -0.037
N -3.04916 -2.99473 -4.36222 0.106 -0.269 0.024
C -1.93145 -3.13483 -5.08220 -0.179 0.186 0.130
C -1.44576 -4.35620 -5.52037 -0.055 -0.053 0.029
C -2.15428 -5.50123 -5.19178 0.038 -0.067 -0.028
C -3.31512 -5.38100 -4.44422 0.046 -0.005 -0.029
C -3.71673 -4.11264 -4.05973 0.021 0.316 0.032
H -1.40910 -2.21291 -5.31266 0.044 -0.042 -0.043
H -0.53625 -4.40927 -6.10318 -0.014 0.027 0.010
H -1.80644 -6.47474 -5.51435 -0.009 0.025 0.005
H -3.89556 -6.25065 -4.16711 -0.013 0.032 -0.001
H -4.62153 -3.96623 -3.47714 -0.030 -0.112 -0.004
N 9.70567 2.05640 -3.44359 0.306 0.224 0.066
C 9.80330 3.22730 -4.08143 -0.183 -0.251 0.018
C 10.90037 4.06849 -3.98469 0.065 -0.050 0.061
C 11.95787 3.67918 -3.17864 0.070 0.069 0.005
C 11.87877 2.47016 -2.50612 0.001 0.047 -0.027
C 10.73883 1.70089 -2.67300 -0.276 -0.064 -0.119
H 8.95143 3.49243 -4.69675 -0.013 0.064 0.008
H 10.92500 5.00443 -4.52645 -0.027 -0.020 -0.003
H 12.83275 4.30948 -3.07591 -0.019 -0.016 -0.001
H 12.68331 2.13131 -1.86728 -0.024 -0.020 -0.010
H 10.63393 0.74544 -2.16917 0.061 0.008 0.030
N 0.14125 -2.64479 6.35632 0.198 -0.293 -0.119
C 0.28031 -2.74643 5.02979 -0.082 0.058 0.498
C 1.06890 -3.69692 4.40641 0.050 -0.007 -0.034
C 1.75793 -4.59835 5.20049 0.117 -0.116 -0.011
C 1.63299 -4.51514 6.57827 -0.039 0.028 -0.094
C 0.81580 -3.52502 7.10304 -0.211 0.247 -0.014
H -0.27266 -2.02281 4.45272 0.127 0.060 -0.024
H 1.14134 -3.73253 3.32784 -0.005 0.003 0.019
H 2.38503 -5.35814 4.74999 -0.013 0.015 0.009
H 2.15584 -5.20149 7.23069 -0.016 0.028 0.011
H 0.68386 -3.42175 8.17450 0.051 -0.045 0.003
N 6.14148 3.90815 -4.76072 -0.176 0.064 -0.270
C 5.82572 5.13022 -5.20028 0.111 -0.175 0.215
C 5.24312 5.38021 -6.43224 -0.013 -0.054 -0.044
C 4.97590 4.30240 -7.26160 -0.041 -0.001 -0.068
C 5.29732 3.02548 -6.82806 -0.028 0.091 -0.014
C 5.87344 2.88331 -5.57564 0.105 0.056 0.270
H 6.05683 5.94121 -4.51780 -0.030 0.055 -0.053
H 5.00582 6.39151 -6.73410 0.021 -0.006 0.026
H 4.52297 4.45544 -8.23356 0.016 -0.001 0.019
H 5.10537 2.15943 -7.44717 0.021 -0.002 0.027
H 6.14043 1.90392 -5.19242 0.003 -0.014 -0.059
N -7.23010 -3.68524 4.27792 -0.196 -0.164 -0.088
C -7.89817 -4.19981 5.31452 0.214 0.182 -0.081
C -8.91390 -5.13435 5.18896 -0.007 -0.013 -0.088
C -9.26198 -5.55940 3.91680 -0.062 -0.059 0.011
C -8.58364 -5.03805 2.82644 -0.012 -0.016 0.015
C -7.58217 -4.11152 3.06264 0.112 0.124 0.265
H -7.59382 -3.83584 6.28950 -0.047 -0.049 0.026
H -9.41904 -5.51852 6.06474 0.022 0.026 0.001
H -10.05130 -6.28752 3.77667 0.018 0.019 0.003
H -8.82584 -5.34379 1.81723 0.020 0.018 0.009
H -7.01862 -3.67569 2.24372 -0.155 -0.153 0.127
N -1.13758 -5.99146 2.67081 -0.204 -0.242 0.110
C -1.67688 -6.75916 1.71792 0.152 0.261 0.093
C -2.35720 -7.93916 1.97006 -0.002 -0.008 0.051
C -2.48614 -8.35433 3.28580 -0.048 -0.079 0.030
C -1.93428 -7.57742 4.29152 -0.024 -0.034 -0.084
C -1.27534 -6.41206 3.93451 0.110 0.268 -0.215
H -1.54902 -6.39721 0.70323 -0.033 -0.066 -0.028
H -2.77475 -8.51809 1.15726 0.023 0.022 -0.004
H -3.00993 -9.27185 3.52426 0.014 0.020 -0.008
H -2.01316 -7.86843 5.33026 0.018 0.033 -0.008
H -0.82984 -5.77029 4.68698 -0.023 -0.049 0.044
```
Forces are in eV/Å.